Record 1
Computed, not measured: a 6-piece molecular cluster, C23H63NO25P6 overall in a non-equilibrium geometry, with ωB97M-V/def2-TZVPD.

Geometry as XYZ:
```
118
Properties=species:S:1:pos:R:3:forces:R:3
H 12.41040 -1.61639 0.06246 -0.089 -0.104 0.189
C -6.13742 7.07057 -2.45735 -0.444 -0.203 0.061
O -9.46050 -0.71649 5.11204 0.749 0.118 -0.041
C -9.09838 1.55579 6.37903 0.471 0.364 -0.071
H 9.75345 0.40145 -2.73938 -0.005 -0.133 -0.138
H 12.33546 1.05937 -1.26645 0.012 -0.151 -0.171
H -11.77294 -0.63080 6.16159 0.068 -0.012 -0.012
C 6.94680 1.27122 -2.31276 -0.489 0.485 -0.600
O 6.03383 -5.86498 -4.07419 -0.215 0.280 -0.282
H -3.16828 7.79080 -4.16245 -0.044 0.019 -0.003
P -9.13156 -1.10568 6.51163 -6.297 0.697 -3.554
H -11.67680 0.10587 7.78640 0.006 0.041 -0.030
O -3.43372 1.03560 0.43473 0.955 -1.387 1.340
H -8.19221 1.65601 5.78476 -0.081 -0.016 -0.122
O -1.94905 2.81720 1.04489 0.109 -0.234 0.977
C -4.40948 2.01092 0.79039 -0.394 -0.104 0.434
O 5.70010 -3.55908 -3.75212 2.307 0.583 1.380
H -1.60376 8.42293 -3.62088 0.024 -0.035 0.015
C 3.00890 1.56770 -1.34738 0.534 0.323 -0.136
C 9.78209 0.12216 -1.68316 0.884 0.429 1.433
C 5.41582 -7.14546 -3.98553 0.219 -0.195 0.054
H -1.95050 5.57025 -0.24758 -0.007 0.030 0.004
H 0.02462 -0.56460 1.97108 0.053 0.005 0.021
H 11.68839 2.63018 -0.81630 0.004 0.036 0.094
H 8.36918 -1.23202 -0.82600 -0.263 -0.074 0.035
P 5.88138 -4.85915 -2.82185 -3.104 -2.842 -1.408
O -0.17911 1.25808 0.94940 -1.051 -2.854 2.028
N 4.12221 0.63750 -1.60671 -0.467 -0.733 0.576
H 5.21381 -7.47658 -5.00121 0.029 0.022 -0.028
H -6.54099 6.33597 -3.15236 0.101 -0.069 0.063
H 2.96945 -0.97486 -2.23099 -0.010 -0.169 -0.066
H 12.11693 -2.43794 -2.72872 -0.021 -0.022 -0.271
H 7.75276 1.94499 -2.62119 0.307 -0.131 0.202
C -2.12936 2.01414 -1.83550 -0.383 -0.213 -0.099
O -2.98039 7.35847 0.13870 -1.678 -2.245 0.139
C -2.55375 6.02956 0.53589 0.142 -0.056 -0.060
H -6.14877 -1.71780 2.29988 -0.001 0.049 -0.034
H 5.91851 -6.65658 -0.61283 -0.112 0.124 -0.075
H -3.09860 9.23279 -3.11006 -0.024 -0.025 0.038
H 7.52962 -2.57062 -3.52686 0.000 0.064 -0.036
H 7.65930 -6.53097 -0.30052 0.047 0.076 -0.110
H -3.14110 1.70140 -2.09684 -0.037 0.039 0.012
H 3.31192 2.56518 -1.66018 -0.241 0.121 -0.162
H -3.08203 -1.08821 0.16075 0.144 -0.399 0.197
C -11.62964 -0.82779 7.22417 -0.012 0.341 0.256
H -4.15736 -6.10648 -0.31722 -0.011 -0.009 -0.005
H -1.95308 6.12509 1.43376 -0.010 0.122 0.003
C 6.20192 1.86066 -1.12603 0.059 0.087 0.362
H -9.16400 2.40104 7.06446 0.094 -0.126 0.120
H -12.41566 -1.49064 7.57714 0.043 -0.056 0.026
H -6.05274 8.02956 -2.96026 0.077 0.081 0.144
H -4.19736 2.96283 0.31259 0.157 0.012 0.079
H 6.53568 -2.07207 -4.90190 -0.136 -0.013 0.049
C 8.38315 -0.18567 -1.12948 0.376 -0.753 -0.367
H 6.08844 -7.86219 -3.50912 -0.012 -0.004 0.046
H 6.25717 1.24105 -3.15368 -0.041 -0.210 -0.060
H -7.11385 -3.17933 7.17895 0.014 -0.054 -0.015
H -7.57998 -2.71558 2.60267 0.024 -0.056 0.019
P -5.56626 -3.56005 -0.10013 -3.827 2.026 1.308
H 2.76536 1.62922 -0.28223 -0.132 -0.177 0.087
O -9.06387 0.38930 7.19908 1.796 -0.967 1.242
H 3.09030 -0.82906 -0.46548 0.034 -0.240 0.128
O -6.30543 -2.74570 -1.07358 0.341 -0.051 -0.396
C 5.14510 0.90143 -0.64779 0.197 0.710 -1.170
H -5.36112 1.62664 0.41818 0.087 -0.178 0.038
H -1.51052 1.98140 -2.72871 0.051 -0.052 0.022
H -3.41338 5.39825 0.75619 0.025 -0.016 0.028
H 8.22875 0.40190 -0.22693 -0.111 0.239 -0.055
O 11.69410 -0.98752 -0.07588 0.462 0.857 -0.386
H 5.71779 2.79542 -1.40944 0.089 0.100 -0.195
O 7.36901 -0.05714 -2.10177 -0.057 0.144 0.190
P -1.80754 1.37843 0.68918 -0.222 6.106 -4.556
H -5.12040 -6.13414 1.18581 -0.027 0.036 -0.020
H -4.73051 -0.84356 -0.34903 -0.187 -0.172 -0.076
H -8.61742 -3.58526 8.05280 -0.011 -0.001 -0.017
H 1.49912 0.10934 1.26290 -0.014 0.125 0.003
H 4.47884 -7.09092 -3.43194 0.020 0.044 0.022
H -8.10573 -4.54631 6.65229 -0.057 0.026 -0.081
H -4.48133 2.13533 1.86940 0.035 0.147 -0.015
P -3.89345 7.51955 -1.17305 1.852 3.411 -2.210
O -6.18620 -3.58050 1.38739 -0.329 -0.365 -0.109
O -2.64132 7.42364 -2.18789 0.283 0.130 0.298
H -7.39323 -1.91442 1.03337 0.048 -0.046 -0.055
O -10.39001 -1.49107 7.45604 0.362 -0.730 0.330
P 10.82664 -1.41910 -1.39031 -1.375 -2.061 -0.233
O -8.89044 -2.71458 6.16506 3.047 0.626 2.001
H 11.36640 2.02879 -2.43350 0.031 -0.141 -0.144
O -5.98856 -5.08858 -0.40768 2.813 -0.027 -0.191
H 6.61019 -5.14556 0.03792 -0.113 -0.006 -0.013
H -6.80514 7.14989 -1.60238 0.024 0.117 0.014
C -5.16488 -6.16234 0.09564 -0.101 -0.050 0.114
C -8.13571 -3.54541 7.07362 -0.222 -0.079 0.024
O 4.62302 -4.98754 -2.07323 0.121 0.306 0.378
O -4.84600 6.58465 -2.07191 0.200 -1.050 1.470
C -3.90655 -1.54523 -0.36162 0.243 -0.322 -0.622
C -2.64121 8.26942 -3.33383 -0.071 -0.172 -0.226
H -3.59876 -1.76364 -1.38312 -0.115 0.089 -0.050
C 6.87092 -2.92448 -4.31951 0.053 -0.037 -0.067
C 11.48601 1.72891 -1.38974 -0.026 0.448 0.262
O -1.55046 1.11343 -0.89423 0.666 -0.637 0.012
H 2.13268 1.23423 -1.89293 -0.059 0.117 -0.154
O 10.29056 1.17889 -0.87327 -0.108 0.310 -0.598
C 0.43498 -0.04268 1.10659 0.060 -0.001 -0.210
H -9.97156 1.54574 5.73404 0.059 -0.180 -0.087
O 7.05132 -5.55283 -1.96627 0.720 1.613 -0.328
H 0.28863 -0.64340 0.20638 0.017 0.016 0.001
C -6.86253 -2.40923 1.84575 0.187 0.168 0.258
O 11.81666 -1.52370 -2.70565 0.390 0.834 0.284
H -2.14343 3.03126 -1.44310 0.009 -0.021 0.060
O -4.50977 8.84948 -1.07588 -0.417 -0.141 0.251
O -4.24588 -2.75353 0.33409 0.775 -1.597 -0.435
O 5.18854 0.38130 0.42091 0.146 -0.755 1.200
C 6.77469 -5.98832 -0.62979 0.236 0.119 0.441
H -5.61999 -7.09700 -0.21790 -0.085 0.052 -0.049
C 3.63741 -0.74842 -1.40480 -0.018 0.680 -0.279
H 6.87203 2.06494 -0.29521 0.009 0.098 0.090
H 4.49399 -1.41176 -1.41299 -0.063 -0.242 0.008
H 7.40663 -3.61617 -4.97221 -0.069 -0.042 0.027
```
Positions in Å, forces in eV/Å.

Properties
LUMO energy (eV): -1.791
SMILES: CO[C@H](COCCC(=O)N(C)C)P(O)O.COP(=O)(OC)OC.COP(=O)(OC)OC.COP(=O)(OC)OC.COP(=O)(OC)OC.COP(=O)(OC)OC
2S+1: 1

---

Record 2
Computed, not measured: C23H64AsF6O9 as an isolated structure in a non-equilibrium geometry, with ωB97M-V/def2-TZVPD.

Geometry as XYZ:
```
103
Properties=species:S:1:pos:R:3:forces:R:3
H -10.95265 9.03095 -4.38518 -0.151 0.277 0.449
O -7.85614 8.36252 -2.07671 0.377 -3.266 -3.107
H -14.06234 2.12051 -1.44564 0.063 0.081 -0.078
F -12.29861 5.13542 0.68021 1.561 0.852 -1.140
H -12.74295 3.22229 -0.93786 0.015 -0.237 -0.017
F -10.01500 6.14699 1.32718 -1.606 -0.072 -1.871
C -9.37902 3.47228 3.65007 1.039 0.362 -0.405
O -12.85625 9.80774 -0.17738 -1.360 0.574 -0.370
C -15.32720 5.50853 2.29629 0.639 -0.135 0.843
C -14.06422 2.52667 0.64440 0.699 -1.076 -0.294
H -13.44491 8.99027 -5.57095 0.436 -0.020 -0.327
H -14.63522 8.93449 0.65973 0.403 -0.765 -0.079
H -9.58641 4.00997 4.57526 -0.355 -0.016 -0.049
H -7.45151 4.63781 -0.44853 -0.384 0.436 0.235
H -6.06836 2.06981 0.46093 0.124 0.576 0.269
C -16.33612 6.37895 3.06823 -0.014 0.386 -2.335
H -17.97009 7.71641 2.53726 0.494 0.568 0.173
H -11.35434 0.75287 -4.06634 -0.276 -0.545 -0.291
C -6.67816 2.38432 -0.38603 0.056 -1.940 0.045
F -9.40656 6.46597 -1.04065 -2.245 -0.788 0.502
H -6.21553 2.69946 -3.21173 0.028 -0.106 0.134
H -16.54598 7.63072 1.36144 -0.076 0.562 0.208
H -12.49240 10.24207 2.59735 0.356 0.393 -1.090
C -10.48849 2.54407 3.20801 -0.009 1.970 0.102
C -9.51685 -0.32344 -0.50993 0.878 1.630 1.276
C -12.04108 1.42813 -4.57674 0.328 0.837 0.704
H -11.09898 0.07016 -1.80381 -0.496 0.149 0.224
H -11.88932 4.20630 -5.63354 0.103 0.314 0.170
H -6.24308 4.46003 -3.13515 -0.023 0.058 -0.020
C -8.20019 9.46602 -1.42577 0.966 1.819 1.413
H -15.44683 8.11042 3.23517 0.038 -0.092 -0.220
H -7.44719 10.14871 -1.81952 0.232 0.846 0.792
C -6.59896 3.55119 -2.64989 0.505 0.427 0.813
H -8.28128 7.59613 -1.68491 -0.106 -0.063 -0.133
O -15.37070 2.03410 0.72875 -2.181 -0.035 -0.238
H -10.70313 1.72579 -6.13375 0.056 0.252 -0.659
H -13.90554 3.19576 1.49011 0.379 0.673 -0.546
F -10.05010 4.20207 -0.21870 -1.157 1.436 -0.229
O -15.77883 7.43173 3.82742 0.474 -0.689 1.438
O -6.49194 4.63321 -0.42035 -0.196 2.131 0.052
H -10.13473 2.89630 1.23995 -0.068 0.625 0.137
H -9.23866 4.19504 2.84633 -0.058 0.367 0.148
H -9.81737 1.05466 -2.26993 0.775 -0.089 0.188
As -10.92473 5.83109 -0.24389 1.466 -0.768 1.334
H -8.70068 8.27252 0.32003 0.172 -0.342 -0.463
H -12.48261 8.51937 2.15704 0.370 0.131 -0.892
H -14.09884 7.36043 -5.79241 0.220 -0.074 -0.417
O -11.95578 5.96449 -4.95463 -0.588 -0.693 -0.702
C -6.11674 3.54014 -1.16435 0.074 -1.394 -0.602
O -10.36037 2.17926 1.83706 -0.148 -1.276 0.635
H -12.31553 9.01487 -0.20135 -0.134 -0.056 0.131
H -8.63968 9.90978 0.56955 0.618 0.436 0.634
H -13.73165 7.96463 -4.24083 0.172 -0.113 0.306
H -9.32856 2.65971 -4.21202 -0.139 -0.392 0.113
F -11.67061 5.42058 -1.82059 0.795 0.580 1.652
H -12.23713 5.85378 -4.04349 -0.018 0.067 0.316
H -11.50094 7.38407 -6.27176 0.132 0.323 0.125
C -11.13058 7.98613 -4.13065 0.410 0.410 -1.958
H -10.25361 0.31845 1.29114 0.360 0.868 -0.600
C -10.27508 0.63867 -1.37241 -1.001 0.170 -0.896
O -10.15904 -0.46962 0.75115 -0.821 -2.346 -0.223
H -9.57652 3.83344 -5.43389 -0.093 -0.216 -0.525
C -17.19780 7.11055 2.06334 -1.282 -0.617 -0.889
H -10.14283 7.52519 -4.13021 -0.086 -0.139 0.362
H -16.96000 5.69445 3.64297 0.207 0.410 0.708
H -5.02987 3.51342 -1.08616 0.145 -0.008 -0.458
C -13.35054 7.94926 -5.26193 -1.035 -0.152 0.248
H -9.38849 -1.25604 -1.05936 -0.217 -0.351 0.634
C -13.86531 9.68120 0.85412 1.955 0.413 -0.654
H -10.68322 1.48347 -0.81758 0.047 -0.074 0.125
H -12.55622 1.95612 -3.77428 -0.048 0.265 0.050
H -13.68781 9.22499 2.97783 -0.862 -0.047 0.158
C -11.20520 2.38360 -5.42429 1.081 0.357 1.565
H -14.34055 3.85365 -1.13618 -0.277 -0.058 0.221
H -15.82820 4.71918 1.73591 -0.086 -0.016 0.072
C -10.11839 3.21315 -4.71993 1.039 -0.273 0.478
H -9.83612 0.65331 3.88915 0.484 0.121 0.313
H -10.45452 3.97512 -4.01673 -0.651 -0.345 0.281
H -17.81482 6.49562 1.40818 0.218 -0.665 -0.036
H -11.50783 0.75343 3.84822 -0.408 0.272 -0.176
C -13.79523 2.96695 -0.81295 0.192 0.151 1.034
H -7.07238 8.95888 0.39240 -0.085 0.247 -0.046
H -8.39264 3.03086 3.79264 -0.021 -0.547 -0.079
H -11.35892 3.18218 3.36062 -0.600 -0.073 -0.442
H -14.62726 6.00327 1.62293 -0.433 0.624 -0.237
H -15.44381 1.37392 1.42187 0.146 0.122 -0.006
H -13.47883 1.62968 0.84646 0.988 0.261 -0.126
O -11.98880 3.33450 -6.02296 -1.731 0.094 -1.950
C -10.63752 1.36629 4.08290 -0.187 -2.036 -0.102
H -7.66879 2.62848 -0.00246 -0.121 -0.079 -0.122
C -13.05785 9.44429 2.11577 -1.349 -0.538 2.273
C -8.08975 9.13105 0.04109 -1.117 1.255 0.884
F -11.73867 7.44957 -0.22384 1.282 -2.197 -0.165
H -11.65192 7.87034 -3.18044 0.103 0.064 -0.049
H -12.82206 0.97051 -5.18400 0.316 -0.351 -0.036
H -7.68728 3.54325 -2.70987 -0.089 -0.027 0.138
C -11.96155 7.35253 -5.28437 0.459 0.057 1.866
H -6.74008 1.44768 -0.94009 -0.259 0.003 -0.444
H -8.53490 0.04705 -0.21564 0.459 0.086 -0.731
H -9.12495 9.98620 -1.67543 -0.804 -0.547 -0.102
H -10.71190 1.58494 5.14815 0.261 0.303 -0.124
H -14.46299 10.58992 0.78277 0.433 0.408 0.519
H -14.62459 5.05633 2.99625 -0.172 -0.358 0.260
```
Positions in Å, forces in eV/Å.

Properties
LUMO energy (eV): 1.970
2S+1: 1
Energy relative to the best compared isomer or geometry (same formula, charge and spin) (eV): 3.294
Total charge: -1